[1]
Entry from the OMol25 dataset: a cluster of 2 separate species, C5H11N2 in total at a distorted geometry (ωB97M-V/def2-TZVPD).

XYZ file:
```
18
Properties=species:S:1:pos:R:3:nbo_charge:R:1
C -2.635 -0.099 0.609 -0.002
C -1.822 0.878 0.369 -0.106
C -0.004 -1.872 -0.171 -0.698
C 1.629 1.599 -0.009 -0.409
C 0.462 -0.511 -0.294 0.324
N -3.055 0.839 -0.453 -0.623
N 1.299 0.231 0.399 -0.436
H -3.111 -0.938 1.087 0.255
H -1.014 1.548 0.424 0.223
H 0.837 -2.407 -0.333 0.272
H -0.811 -2.242 -0.873 0.277
H -0.258 -2.117 0.806 0.251
H 2.636 1.582 -0.148 0.234
H 1.138 1.817 -0.846 0.217
H 1.518 2.390 0.856 0.248
H 0.261 -0.270 -1.274 0.206
H 1.463 -0.021 1.363 0.430
H -2.866 0.703 -1.457 0.338
```

Results
**HOMO level**: -0.428 hartree
**Total charge**: +1
**Orbital gap**: 6.85 eV
**Maximum force**: 5.31 eV/Å
**Energy above the lowest of the compared OMol25 structures with the same formula, charge and spin**: 137.4 kcal/mol

---

[2]
Entry from the OMol25 dataset: a cluster of 12 separate species, C30H37Cl22FN2O4S in total at a distorted geometry (ωB97M-V/def2-TZVPD).

XYZ file:
```
97
Properties=species:S:1:pos:R:3:mulliken_charge:R:1
C -1.582 0.010 0.788 -0.863
C -1.823 0.514 1.993 -1.395
C -2.348 1.891 2.237 1.181
C -3.562 2.087 2.883 0.289
C -4.348 0.864 3.290 -1.790
C -3.976 3.377 3.086 0.732
C -5.266 3.671 3.788 -0.073
O -5.659 3.076 4.768 -0.613
N -6.034 4.756 3.281 -0.181
C -6.251 4.684 1.872 0.570
O -6.622 3.697 1.302 -0.427
F -6.003 5.804 1.213 -0.235
C -3.244 4.461 2.675 -1.400
C -2.063 4.282 2.036 0.769
C -1.614 2.984 1.812 0.249
C -0.293 2.894 1.058 0.188
O 0.557 2.063 1.261 -0.584
C -0.078 4.001 0.028 0.107
C 0.641 3.622 -1.249 -1.395
C -0.403 3.384 -2.358 -0.556
C -1.371 2.233 -2.105 -0.367
C -0.512 5.229 0.274 0.955
N -0.258 6.258 -0.691 -0.391
C -0.983 7.245 -0.670 0.514
S -1.582 8.673 -0.506 -0.332
C -1.249 5.461 1.550 -0.267
O -1.202 6.482 2.194 -0.535
H -0.721 -0.658 0.706 0.406
H -2.159 0.276 -0.088 0.472
H -1.580 -0.129 2.842 0.843
H -3.627 0.101 3.585 0.302
H -4.862 0.494 2.395 0.351
H -5.089 1.056 4.056 0.502
H -6.918 4.735 3.780 0.386
H -3.632 5.458 2.852 0.787
H 1.225 2.728 -1.015 0.403
H 1.343 4.403 -1.546 0.433
H 0.164 3.172 -3.271 0.386
H -1.002 4.277 -2.551 0.340
H -2.238 2.370 -2.760 0.397
H -0.958 1.254 -2.336 0.033
H -1.761 2.196 -1.085 -0.131
C 1.573 -1.596 -2.506 0.122
Cl 0.409 -1.033 -1.299 -0.101
Cl 1.194 -0.968 -4.116 -0.184
H 2.557 -1.251 -2.213 -0.239
H 1.550 -2.680 -2.538 0.271
C 5.397 -1.991 -0.768 0.325
Cl 5.159 -2.703 -2.370 -0.070
Cl 4.149 -0.793 -0.419 -0.084
H 5.347 -2.778 -0.022 0.162
H 6.367 -1.508 -0.739 -0.283
C 4.662 -6.792 -2.327 -0.403
Cl 3.390 -5.741 -1.704 -0.065
Cl 6.168 -6.567 -1.427 -0.102
H 4.347 -7.825 -2.229 0.329
H 4.839 -6.555 -3.370 0.246
C 5.964 -2.762 -6.086 -0.345
Cl 4.438 -1.937 -5.775 -0.078
Cl 5.708 -4.429 -6.626 -0.164
H 6.502 -2.225 -6.859 0.316
H 6.545 -2.779 -5.170 0.275
C -9.918 2.447 2.105 0.006
Cl -11.518 3.069 2.532 -0.162
Cl -10.017 0.861 1.338 -0.144
H -9.446 3.139 1.416 0.206
H -9.324 2.359 3.009 0.098
C 8.598 -6.515 1.242 0.205
Cl 9.333 -5.187 2.147 -0.160
Cl 9.810 -7.428 0.335 -0.163
H 8.104 -7.183 1.938 0.284
H 7.874 -6.104 0.546 -0.178
C 3.093 -1.769 -9.880 -0.270
Cl 4.568 -1.369 -8.994 -0.127
Cl 1.646 -1.316 -8.972 -0.143
H 3.096 -1.232 -10.822 0.296
H 3.073 -2.838 -10.058 0.246
C 3.046 -5.124 2.175 -0.140
Cl 4.780 -5.246 2.517 -0.140
Cl 2.715 -3.910 0.939 -0.033
H 2.692 -6.087 1.823 0.272
H 2.529 -4.845 3.085 0.054
C 8.376 1.308 -1.085 -0.274
Cl 7.281 1.091 -2.455 -0.124
Cl 8.544 -0.184 -0.151 -0.163
H 9.351 1.598 -1.457 0.288
H 7.977 2.081 -0.438 0.266
C -1.336 -3.503 4.115 -0.336
Cl 0.402 -3.546 4.439 -0.162
Cl -1.733 -2.343 2.840 -0.066
H -1.658 -4.490 3.803 0.286
H -1.851 -3.213 5.023 0.295
C -9.513 -0.865 4.816 -0.197
Cl -8.397 -1.278 3.511 -0.137
Cl -9.711 -2.201 5.957 -0.169
H -9.121 -0.007 5.350 0.241
H -10.479 -0.629 4.384 0.256
```

Results
**HOMO level**: -0.332 hartree
**Orbital gap**: 8.08 eV
**Maximum force**: 1.81 eV/Å

---

[3]
Entry from the OMol25 dataset: a structure of composition C23H27BrIN6O7P2W at a distorted geometry (ωB97M-V/def2-TZVPD).

XYZ file:
```
68
Properties=species:S:1:pos:R:3:nbo_charge:R:1
W -0.210 0.123 -0.132 1.597
Br -0.616 -0.306 8.201 0.092
C 0.363 -1.620 7.271 -0.078
C -0.231 -2.284 6.205 -0.250
C 0.511 -3.195 5.476 -0.166
C 1.837 -3.450 5.817 0.017
C 2.390 -2.843 6.933 -0.186
C 1.662 -1.907 7.655 -0.230
N 2.682 -4.376 5.117 -0.088
N 2.517 -4.652 3.923 -0.116
C 1.938 -3.813 2.921 0.061
C 1.424 -4.490 1.849 -0.174
C 0.819 -3.839 0.743 -0.193
C 0.726 -2.492 0.776 0.271
O 0.240 -1.701 -0.194 -0.619
C 1.198 -1.768 1.879 0.101
N 0.961 -0.443 1.784 -0.477
C 1.516 0.348 2.674 0.129
C 2.411 -0.143 3.639 -0.259
C 2.624 -1.490 3.752 -0.091
C 1.921 -2.374 2.904 -0.026
H -1.261 -2.080 5.947 0.231
H 0.054 -3.731 4.653 0.221
H 3.411 -3.083 7.208 0.241
H 2.098 -1.407 8.509 0.241
H 1.481 -5.571 1.877 0.250
H 0.445 -4.395 -0.106 0.251
H 1.269 1.398 2.613 0.244
H 2.913 0.553 4.296 0.246
H 3.351 -1.858 4.462 0.242
N -3.078 4.078 1.762 -0.719
C -2.979 2.698 1.098 -0.616
C -4.363 2.099 0.911 -0.639
P -1.836 1.767 2.248 2.416
O -2.420 0.310 2.532 -0.992
O -1.750 2.565 3.495 -1.115
O -0.588 1.574 1.392 -1.110
P -1.956 3.051 -0.435 2.424
O -3.123 3.467 -1.435 -1.000
O -1.118 4.217 -0.006 -1.155
O -1.217 1.869 -1.024 -1.077
H -4.004 4.490 1.685 0.430
H -2.365 4.672 1.299 0.479
H -2.774 3.954 2.744 0.475
H -4.913 2.085 1.855 0.224
H -4.284 1.071 0.568 0.254
H -4.930 2.659 0.169 0.243
H -2.882 0.273 3.381 0.528
H -2.879 3.461 -2.370 0.533
C 2.700 4.900 0.834 -0.651
C 2.586 3.465 0.430 0.220
C 3.527 2.453 0.351 -0.350
C 2.824 1.310 -0.037 0.218
N 1.526 1.609 -0.180 -0.371
N 1.412 2.920 0.107 -0.322
C 3.387 -0.044 -0.323 -0.654
H 3.675 5.297 0.560 0.242
H 2.587 4.996 1.915 0.236
H 1.924 5.500 0.359 0.239
H 4.586 2.531 0.536 0.242
H 0.507 3.395 0.059 0.463
H 4.092 -0.333 0.457 0.232
H 3.925 -0.026 -1.270 0.257
H 2.620 -0.808 -0.406 0.222
I 0.385 -0.064 -2.804 -0.145
C -2.067 -0.482 -0.169 -0.568
H -2.415 -1.459 0.156 0.223
H -2.855 0.080 -0.658 0.204
```

Results
**HOMO level (spin up / spin down)**: -0.389 / -0.389 hartree
**Total charge**: +1
**Orbital gap (spin up / spin down)**: 6.34 / 6.34 eV
**Maximum force**: 1.62 eV/Å
**Energy above the lowest of the compared OMol25 structures with the same formula, charge and spin**: 3.4 kcal/mol